The following is a quantum chemistry calculation of C13H17IN2O3SSr as an isolated structure in a non-equilibrium geometry, from the Open Molecules 2025 dataset.

- E_tot (eV) = -42655.0403
- LUMO energy (eV) = -0.84
- M (g mol⁻¹) = 495.88
- energy relative to the best compared isomer or geometry (same formula, charge and spin) (kcal per mole) = 5.1
- orbital gap (eV) = 6.89
- HOMO level (eV) = -7.7

Geometry (Å):
C1 -2.154 -3.416 -3.048
C2 -3.394 -3.037 -2.247
H1 -2.135 -2.897 -4.012
H2 -2.149 -4.496 -3.244
H3 -1.211 -3.159 -2.530
H4 -3.376 -2.023 -1.878
H5 -4.269 -3.145 -2.893
H6 -3.545 -3.717 -1.409
C3 2.551 1.130 -1.345
C4 3.457 2.176 -1.594
C5 3.228 3.403 -0.942
C6 2.116 3.547 -0.114
H7 2.637 0.134 -1.816
H8 4.309 2.029 -2.279
H9 3.884 4.261 -1.076
H10 1.880 4.475 0.401
N1 1.484 1.263 -0.543
C7 1.258 2.455 0.049
C8 0.049 2.571 0.853
N2 -0.774 1.504 0.897
C9 -1.802 1.480 1.764
C10 -1.377 3.768 2.386
C11 -2.178 2.619 2.509
H11 -2.328 0.524 1.874
H12 -3.059 2.579 3.154
C12 -0.238 3.736 1.577
H13 0.436 4.582 1.515
H14 -1.616 4.683 2.920
Sr1 -0.137 -0.826 -0.515
I1 0.935 -1.968 -3.300
C13 0.803 -3.979 1.847
S1 1.087 -2.156 1.935
O1 1.843 -1.828 3.148
O2 1.772 -1.802 0.642
O3 -0.280 -1.499 1.839
H15 1.008 -4.443 2.812
H16 1.516 -4.400 1.135
H17 -0.233 -4.130 1.528